DFT (wB97M-V/def2-TZVPD) results for a molecular structure, C28H45FI2NO7.

Each line ends with the Löwdin charge.
Cartesian coordinates (Å):
C: 0.392 3.496 0.138  -0.051
C: 1.064 2.448 1.159  -0.222
O: 2.298 1.850 0.699  -0.104
C: 2.142 0.508 0.238  -0.185
C: 1.311 0.178 -1.107  -0.204
O: 1.194 1.151 -2.142  -0.114
C: 1.907 0.738 -3.339  -0.132
C: 2.458 1.995 -4.218  -0.282
C: 2.422 3.389 -3.405  -0.068
C: 1.752 2.051 -5.659  -0.361
C: 0.292 2.723 -5.666  -0.084
C: 2.761 2.745 -6.717  -0.083
C: -0.036 -0.406 -0.426  -0.292
C: -0.950 -1.008 -1.594  -0.077
C: -2.217 -0.033 -1.947  -0.354
C: -3.492 -0.354 -0.974  -0.083
O: -1.862 1.365 -1.979  -0.063
N: 0.336 -1.282 0.779  -0.489
I: -1.405 -1.132 1.904  1.328
C: 0.410 -2.793 0.535  -0.267
C: 0.870 -3.634 1.820  -0.286
C: 2.382 -4.233 1.699  -0.629
I: 2.552 -5.554 -0.036  0.764
C: 1.613 -0.645 1.263  -0.177
C: 1.869 -0.365 2.808  -0.147
O: 2.566 -1.475 3.488  -0.135
C: 2.404 -1.195 4.886  -0.212
C: 1.973 -2.406 5.778  0.016
C: 1.747 -2.116 7.283  -0.064
C: 1.915 -0.739 7.958  -0.064
C: 2.391 0.452 7.076  -0.047
C: 2.616 0.172 5.570  -0.020
H: 0.578 4.561 0.545  0.091
H: 0.754 3.369 -0.933  0.067
H: -0.748 3.347 0.221  0.077
H: 1.333 3.052 2.108  0.139
H: 0.252 1.712 1.479  0.093
H: 3.213 0.180 -0.029  0.176
H: 1.824 -0.805 -1.451  0.166
H: 2.801 0.052 -3.154  0.133
H: 1.156 0.129 -3.972  0.129
H: 3.578 1.787 -4.418  0.135
H: 2.677 3.249 -2.290  0.081
H: 3.290 4.021 -3.830  0.086
H: 1.477 4.002 -3.569  0.078
H: 1.625 0.951 -5.995  0.126
H: -0.513 2.032 -6.118  0.082
H: -0.096 3.041 -4.643  0.069
H: 0.328 3.638 -6.370  0.079
H: 2.235 3.555 -7.350  0.080
H: 3.155 1.975 -7.460  0.078
H: 3.648 3.211 -6.141  0.079
H: -0.717 0.368 0.090  0.059
H: -0.316 -1.016 -2.561  0.125
H: -1.406 -2.033 -1.405  0.110
H: -2.580 -0.324 -3.003  0.155
H: -4.488 -0.278 -1.530  0.085
H: -3.333 -1.434 -0.593  0.060
H: -3.476 0.298 -0.022  0.066
H: -2.127 1.756 -1.116  0.083
H: -0.680 -3.109 0.331  0.087
H: 1.083 -2.941 -0.386  0.110
H: 0.706 -3.120 2.824  0.083
H: 0.198 -4.576 1.839  0.119
H: 3.170 -3.414 1.747  0.051
H: 2.489 -4.923 2.619  0.065
H: 2.393 -1.475 1.045  0.161
H: 0.965 -0.022 3.411  0.106
H: 2.623 0.513 2.855  0.145
H: 1.841 -3.436 5.321  0.094
H: 1.422 -2.989 7.932  0.090
H: 1.711 -0.547 9.062  0.094
H: 2.524 1.487 7.559  0.103
H: 2.937 1.076 4.932  0.100
C: -8.284 -1.214 0.800  -0.058
C: -7.233 -0.996 -0.242  -0.325
O: -6.033 -0.985 0.507  0.097
C: -6.275 -1.786 1.588  -0.526
O: -5.421 -2.233 2.298  0.154
O: -7.605 -2.020 1.753  0.087
F: -7.380 0.211 -0.836  0.080
H: -8.606 -0.284 1.275  0.152
H: -9.161 -1.729 0.405  0.149
H: -7.184 -1.781 -1.003  0.179

## Properties
Charge = +1
E_HOMO = -11.0 eV
Frontier orbital gap = 6.5 eV
Total energy = -64490.407 eV
Maximum force = 4.66 eV Å⁻¹


DFT (wB97M-V/def2-TZVPD) results for a gas-phase ion, CH3N2O (charge +1).

Each line ends with the Löwdin charge.
Cartesian coordinates (Å):
C: -0.213 0.040 -0.019  -0.030
O: -1.337 0.740 -0.166  0.097
N: -2.847 0.034 0.155  0.159
N: -3.874 -0.277 -0.014  0.337
H: -0.207 -0.811 -0.685  0.138
H: 0.285 -0.141 0.886  0.137
H: 0.469 0.807 -0.100  0.161

## Properties
Charge = +1
E_HOMO = -18.6 eV
Frontier orbital gap = 9.3 eV
Total energy = -6099.845 eV
Maximum force = 4.73 eV Å⁻¹
ΔE to the lowest compared entry with this formula, charge and spin = 4.937 eV
SMILES = CO[N+]#N


DFT (wB97M-V/def2-TZVPD) results for a molecular structure, C25H41N3P2Sn.

Each line ends with the Löwdin charge.
Cartesian coordinates (Å):
Sn: -1.542 0.701 2.889  1.397
C: 2.531 -3.131 1.220  -0.166
C: 2.900 -1.765 1.420  -0.070
C: 1.752 -2.478 3.281  -0.150
C: 1.797 -3.559 2.361  -0.110
C: 2.403 -1.371 2.691  -0.194
C: 2.844 -3.945 0.034  -0.030
H: 2.799 -3.339 -0.878  0.056
H: 2.125 -4.766 -0.061  0.089
H: 3.849 -4.392 0.078  0.109
C: 1.117 -4.853 2.590  0.018
H: 1.103 -5.440 1.668  0.090
H: 0.071 -4.684 2.900  0.068
H: 1.606 -5.459 3.369  0.128
C: 1.119 -2.501 4.607  -0.001
H: 1.866 -2.684 5.402  0.129
H: 0.350 -3.287 4.647  0.079
H: 0.645 -1.531 4.820  0.076
C: 2.568 -0.049 3.346  -0.032
H: 3.341 -0.089 4.133  0.113
H: 1.625 0.247 3.823  0.042
H: 2.850 0.726 2.627  0.084
C: 3.670 -0.886 0.520  0.026
H: 4.616 -0.569 0.989  0.134
H: 3.112 0.035 0.284  0.102
H: 3.927 -1.399 -0.411  0.083
C: -0.632 -1.832 -1.736  -0.083
C: 0.685 -1.934 -1.968  -0.097
C: 1.659 -0.927 -2.539  -0.163
C: 1.148 0.523 -2.744  -0.196
C: 0.991 1.350 -1.512  -0.115
C: -0.243 1.555 -0.969  -0.287
C: -1.265 0.459 -0.540  -0.267
C: -1.464 -0.559 -1.695  -0.232
H: 2.020 -1.267 -3.514  0.125
H: 0.151 0.429 -3.214  0.078
H: 2.552 -0.981 -1.898  0.077
H: -1.337 -0.047 -2.680  0.051
H: -1.196 -2.773 -1.484  0.119
H: 1.150 -2.907 -1.718  0.085
H: -2.513 -0.909 -1.676  0.118
H: -1.039 -0.046 0.425  0.008
H: -0.325 2.474 -0.354  -0.006
H: -2.246 0.932 -0.313  0.073
H: 1.801 1.023 -3.497  0.135
H: 1.798 2.086 -1.370  0.113
P: -1.888 2.263 -2.698  0.910
C: -3.304 1.873 -3.801  -0.237
C: -0.833 3.265 -3.820  -0.226
P: -1.858 4.106 -0.087  0.790
C: -2.727 3.536 -1.621  -0.525
C: -0.565 5.196 -0.860  -0.274
C: -3.118 5.340 0.386  -0.306
H: -4.193 1.637 -3.194  0.053
H: -3.038 0.995 -4.411  0.053
H: -3.520 2.724 -4.466  0.058
H: -1.467 3.932 -4.414  0.056
H: -0.327 2.557 -4.490  0.050
H: -0.082 3.843 -3.266  0.035
H: -3.371 5.976 -0.472  0.053
H: -2.702 5.931 1.215  0.046
H: -4.003 4.772 0.715  0.043
H: -3.660 3.024 -1.296  0.055
H: -3.000 4.410 -2.243  0.069
H: -0.224 5.850 -0.047  0.045
H: -0.954 5.816 -1.678  0.058
H: 0.297 4.616 -1.221  0.024
N: -2.224 -1.299 3.265  -0.142
C: -2.214 -2.502 3.309  -0.291
N: -1.994 -3.730 3.338  0.119
C: -2.649 -4.690 3.968  -0.300
N: -3.119 -5.620 4.533  0.179

## Properties
Charge = +2
E_HOMO (alpha / beta) = -12.9 / -11.8 eV
Frontier orbital gap (alpha / beta) = 4.1 / 2.4 eV
Total energy = -55446.332 eV
Maximum force = 5.09 eV Å⁻¹
ΔE to the lowest compared entry with this formula, charge and spin = 1.008 eV


DFT (wB97M-V/def2-TZVPD) results for 2 unconnected molecules or ions with the total composition C4H4FO2.

Each line ends with the Löwdin charge.
Cartesian coordinates (Å):
C: 3.114 0.260 -0.032  -0.594
C: -0.126 -0.102 -0.561  -0.161
C: 0.183 -0.236 0.901  -0.161
C: 1.191 -0.683 -0.134  -0.346
O: 3.600 0.014 -1.094  0.013
O: 3.263 0.706 1.063  0.024
F: 1.169 -2.063 -0.163  -0.073
H: -0.843 -0.689 -1.212  0.096
H: 0.165 0.993 -0.873  0.114
H: 0.392 0.635 1.318  0.028
H: -0.307 -0.924 1.486  0.060

## Properties
Charge = -1
E_HOMO = -3.0 eV
Frontier orbital gap = 7.4 eV
Total energy = -11024.004 eV
Maximum force = 4.38 eV Å⁻¹
ΔE to the lowest compared entry with this formula, charge and spin = 1.489 eV